Entry 1:
The following is a DFT calculation (ωB97M-V/def2-TZVPD) of C27H40F3N3OPS3V as an isolated structure.

Properties
orbital gap (alpha / beta)	6.9 / 7.7	eV
charge	+2
multiplicity	3
HOMO energy (alpha / beta)	-13.39 / -13.52	eV
F_max	0.906	eV/Å

Element x y z (Å)
1 V 0.028 1.061 -0.363
2 C -2.243 3.485 -1.363
3 C -1.749 2.752 -2.605
4 S -0.068 2.068 -2.582
5 C 1.052 3.498 -2.524
6 C 1.117 4.250 -1.205
7 S 1.345 3.120 0.210
8 C 0.357 3.919 1.508
9 C -1.107 4.133 1.153
10 S -1.842 2.715 0.262
11 H -3.329 3.549 -1.413
12 H -1.860 4.501 -1.328
13 H -1.836 3.410 -3.470
14 H -2.351 1.864 -2.790
15 H 0.782 4.181 -3.330
16 H 2.025 3.074 -2.777
17 H 0.216 4.829 -1.030
18 H 1.964 4.935 -1.210
19 H 0.836 4.862 1.773
20 H 0.454 3.249 2.363
21 H -1.259 5.031 0.558
22 H -1.679 4.264 2.071
23 F -8.381 -3.195 -1.704
24 C -7.425 -3.268 -2.637
25 F -7.927 -2.776 -3.781
26 F -7.151 -4.567 -2.846
27 C -6.180 -2.518 -2.233
28 C -6.140 -1.789 -1.055
29 C -4.987 -1.105 -0.713
30 C -3.870 -1.149 -1.551
31 C -3.923 -1.888 -2.738
32 C -5.075 -2.570 -3.075
33 C -2.681 -0.442 -1.196
34 C -1.664 0.156 -0.888
35 H -7.007 -1.756 -0.410
36 H -4.945 -0.533 0.205
37 H -3.058 -1.920 -3.387
38 H -5.124 -3.143 -3.991
39 O 1.272 -0.334 -0.953
40 P 1.955 -0.733 0.346
41 N 2.195 -2.321 0.406
42 C 1.310 -3.314 -0.262
43 C 1.583 -4.591 0.521
44 C 3.069 -4.468 0.859
45 C 3.231 -2.995 1.230
46 N 0.784 -0.104 1.452
47 C -0.307 -1.067 1.810
48 C -1.169 -0.229 2.739
49 C -0.131 0.529 3.586
50 C 1.170 0.501 2.754
51 N 3.313 0.138 0.584
52 C 4.173 0.314 -0.625
53 C 5.439 0.940 -0.059
54 C 5.582 0.242 1.291
55 C 4.148 0.210 1.814
56 H 1.614 -3.417 -1.305
57 H 0.268 -3.000 -0.241
58 H 1.351 -5.481 -0.058
59 H 0.985 -4.613 1.434
60 H 3.672 -4.700 -0.020
61 H 3.381 -5.125 1.667
62 H 4.223 -2.610 0.992
63 H 3.039 -2.841 2.295
64 H 0.123 -1.923 2.342
65 H -0.835 -1.413 0.924
66 H -1.844 -0.833 3.340
67 H -1.778 0.452 2.141
68 H 0.034 0.021 4.533
69 H -0.451 1.542 3.827
70 H 1.917 -0.117 3.255
71 H 1.616 1.480 2.594
72 H 3.666 0.938 -1.360
73 H 4.394 -0.650 -1.094
74 H 5.296 2.013 0.087
75 H 6.295 0.792 -0.712
76 H 6.251 0.757 1.977
77 H 5.957 -0.774 1.151
78 H 3.918 1.130 2.354
79 H 3.973 -0.635 2.479


Entry 2:
The following is a DFT calculation (ωB97M-V/def2-TZVPD) of C27H40N2O7PdS2Si as an isolated structure.

Properties
orbital gap (alpha / beta)	8.3 / 6.7	eV
charge	0
multiplicity	3
HOMO energy (alpha / beta)	-7.95 / -8.17	eV
F_max	0.646	eV/Å

Element x y z (Å)
1 Pd -0.948 0.969 -0.387
2 C -3.565 2.428 -1.378
3 C -3.556 2.223 0.139
4 C -3.075 3.501 0.831
5 C -4.964 1.890 0.635
6 O -2.745 1.112 0.469
7 Si -1.305 -1.567 -1.931
8 S 0.457 -0.771 -1.121
9 O -1.793 -0.673 -3.184
10 C -2.401 -0.973 -4.458
11 C -1.340 -1.594 -5.355
12 C -3.588 -1.908 -4.273
13 C -2.859 0.371 -5.004
14 O -1.214 -3.129 -2.367
15 C -1.296 -4.372 -1.648
16 C -0.726 -5.420 -2.593
17 C -2.758 -4.671 -1.338
18 C -0.472 -4.295 -0.370
19 H -4.190 3.277 -1.664
20 H -3.937 1.528 -1.871
21 H -2.552 2.627 -1.746
22 H -3.742 4.334 0.604
23 H -2.071 3.767 0.491
24 H -3.070 3.356 1.915
25 H -5.641 2.733 0.476
26 H -4.935 1.666 1.704
27 H -5.355 1.022 0.106
28 H -0.969 -2.520 -4.914
29 H -0.503 -0.906 -5.484
30 H -1.760 -1.821 -6.337
31 H -3.250 -2.908 -3.998
32 H -4.153 -1.981 -5.204
33 H -4.244 -1.531 -3.489
34 H -2.020 1.067 -5.034
35 H -3.637 0.791 -4.365
36 H -3.258 0.257 -6.013
37 H -1.290 -5.428 -3.526
38 H -0.782 -6.412 -2.142
39 H 0.317 -5.195 -2.818
40 H -3.338 -4.731 -2.260
41 H -3.190 -3.898 -0.704
42 H -2.842 -5.624 -0.813
43 H 0.555 -4.006 -0.595
44 H -0.465 -5.267 0.127
45 H -0.894 -3.562 0.320
46 O -4.473 -1.019 -1.143
47 C -3.626 -1.273 -0.324
48 O -2.341 -1.447 -0.615
49 C -3.933 -1.599 1.097
50 C -2.917 -1.854 2.008
51 C -3.201 -2.198 3.332
52 C -4.527 -2.259 3.681
53 O -5.066 -2.531 4.908
54 C -6.474 -2.645 4.688
55 O -6.756 -2.108 3.401
56 C -5.541 -2.001 2.772
57 C -5.282 -1.670 1.471
58 H -1.891 -1.782 1.676
59 H -2.420 -2.402 4.052
60 H -7.003 -2.069 5.445
61 H -6.759 -3.701 4.717
62 H -6.062 -1.472 0.750
63 N 0.731 0.862 2.323
64 C 0.284 2.060 1.944
65 S 0.623 2.685 0.375
66 N -0.423 2.787 2.809
67 C -1.059 2.258 3.981
68 C -2.090 1.338 3.828
69 C -2.728 0.855 4.962
70 C -2.341 1.288 6.223
71 C -1.310 2.208 6.361
72 C -0.662 2.696 5.236
73 H 1.129 0.263 1.616
74 H 0.428 0.457 3.195
75 H -0.736 3.678 2.455
76 H -2.392 1.031 2.828
77 H -3.536 0.144 4.856
78 H -2.847 0.910 7.102
79 H -1.010 2.547 7.344
80 H 0.146 3.411 5.322


Entry 3:
The following is a DFT calculation (ωB97M-V/def2-TZVPD) of a 9-piece molecular cluster, C27H40O27 overall.

Properties
orbital gap	10.7	eV
charge	0
HOMO energy	-10.69	eV
SMILES	COC(=O)OC.COC(=O)OC.O=C1OCCO1.O=C1OCCO1.O=C1OCCO1.O=C1OCCO1.O=C1OCCO1.O=C1OCCO1.O=C1OCCO1
F_max	2.282	eV/Å

Element x y z (Å)
1 C 1.875 -1.851 0.500
2 O 0.487 -1.664 0.653
3 C -0.046 -0.657 -0.021
4 O 0.497 0.105 -0.784
5 O -1.349 -0.623 0.245
6 C -2.079 0.473 -0.313
7 H 2.450 -1.091 1.039
8 H 2.270 -1.988 -0.503
9 H 2.220 -2.702 1.091
10 H -1.672 1.481 -0.198
11 H -2.978 0.484 0.302
12 H -2.216 0.293 -1.377
13 C -0.579 3.201 -2.709
14 O -0.742 4.591 -2.369
15 C -0.964 5.514 -3.312
16 O -1.148 6.665 -3.044
17 O -0.936 4.984 -4.551
18 C -1.305 5.865 -5.605
19 H -0.005 2.862 -1.845
20 H -0.026 3.049 -3.627
21 H -1.535 2.681 -2.702
22 H -2.375 5.945 -5.755
23 H -0.795 5.510 -6.504
24 H -0.819 6.836 -5.478
25 O 7.217 -3.260 4.702
26 C 6.495 -2.986 3.804
27 O 6.604 -1.905 3.011
28 C 5.554 -1.876 2.026
29 C 4.670 -3.072 2.419
30 O 5.435 -3.738 3.423
31 H 5.023 -0.934 1.984
32 H 6.099 -2.081 1.105
33 H 4.521 -3.810 1.630
34 H 3.686 -2.801 2.803
35 O 4.602 -1.801 -2.393
36 C 4.256 -0.789 -1.885
37 O 3.415 0.135 -2.408
38 C 3.556 1.355 -1.704
39 C 4.069 0.898 -0.340
40 O 4.585 -0.413 -0.626
41 H 4.257 2.049 -2.174
42 H 2.603 1.878 -1.656
43 H 3.355 0.864 0.479
44 H 4.910 1.491 0.024
45 O -2.092 -1.915 -2.694
46 C -1.090 -1.774 -3.320
47 O -0.951 -1.022 -4.416
48 C 0.421 -0.992 -4.825
49 C 1.149 -1.815 -3.763
50 O 0.082 -2.360 -2.980
51 H 0.489 -1.326 -5.858
52 H 0.760 0.047 -4.828
53 H 1.814 -1.271 -3.105
54 H 1.694 -2.638 -4.226
55 O -1.507 4.404 3.216
56 C -2.498 4.259 2.578
57 O -2.564 3.490 1.459
58 C -3.924 3.308 1.089
59 C -4.670 4.352 1.922
60 O -3.712 4.705 2.923
61 H -4.035 3.404 0.013
62 H -4.273 2.328 1.427
63 H -5.611 4.012 2.351
64 H -4.982 5.255 1.386
65 O -1.935 -7.417 0.470
66 C -1.490 -6.354 0.186
67 O -2.203 -5.292 -0.234
68 C -1.310 -4.240 -0.668
69 C 0.003 -4.654 -0.009
70 O -0.172 -6.040 0.263
71 H -1.232 -4.216 -1.752
72 H -1.770 -3.340 -0.276
73 H 0.061 -4.081 0.921
74 H 0.929 -4.484 -0.549
75 O 2.922 -0.086 3.286
76 C 2.005 0.668 3.187
77 O 1.665 1.287 2.028
78 C 0.442 2.001 2.221
79 C -0.030 1.443 3.571
80 O 1.206 1.064 4.195
81 H 0.521 3.069 2.431
82 H -0.316 1.796 1.476
83 H -0.625 0.536 3.409
84 H -0.611 2.136 4.167
85 O -3.619 0.737 2.988
86 C -4.043 -0.366 2.839
87 O -4.906 -0.708 1.848
88 C -5.003 -2.136 1.788
89 C -4.550 -2.537 3.208
90 O -3.750 -1.426 3.603
91 H -6.027 -2.460 1.634
92 H -4.343 -2.484 0.995
93 H -4.017 -3.481 3.229
94 H -5.440 -2.557 3.838


Entry 4:
The following is a DFT calculation (ωB97M-V/def2-TZVPD) of C27H41CdCl3N3O3Si as an isolated structure.

Properties
orbital gap	6.7	eV
charge	-1
HOMO energy	-4.93	eV
F_max	2.775	eV/Å

Element x y z (Å)
1 C 2.250 -2.976 -6.949
2 C 2.014 -2.031 -8.076
3 H 2.472 -3.975 -7.347
4 H 1.391 -3.103 -6.278
5 H 3.072 -2.640 -6.312
6 C 1.904 -2.343 -9.381
7 C 2.052 -3.684 -10.007
8 H 1.781 -1.540 -10.110
9 H 1.459 -4.484 -9.549
10 H 3.107 -3.984 -10.018
11 H 1.768 -3.588 -11.061
12 Cd 3.982 0.571 -5.340
13 Cl 3.511 2.861 -4.771
14 Cl 4.718 -1.361 -4.150
15 C 0.275 3.762 -2.093
16 O 0.075 2.703 -1.505
17 N -0.658 4.529 -2.727
18 C -2.054 4.166 -2.830
19 C -0.203 5.636 -3.539
20 H 1.296 4.212 -2.166
21 H -2.381 3.652 -1.917
22 H -2.246 3.513 -3.692
23 H -2.635 5.081 -2.993
24 H 0.704 6.036 -3.075
25 H -0.987 6.397 -3.585
26 H 0.052 5.306 -4.557
27 H 0.086 -4.043 -1.684
28 H -1.322 -4.049 -4.237
29 C -0.927 -4.397 -1.460
30 C -2.179 -4.245 -3.593
31 N -1.951 -3.761 -2.257
32 H -1.135 -4.193 -0.408
33 C -2.707 -2.761 -1.739
34 O -3.536 -2.098 -2.359
35 H -3.041 -3.732 -4.014
36 H -2.489 -2.572 -0.667
37 H -0.957 -5.473 -1.624
38 H -2.343 -5.324 -3.572
39 O 2.498 -0.205 -6.562
40 C 2.204 -0.501 -7.836
41 C 0.072 0.165 -9.253
42 C 1.258 0.483 -8.585
43 H -0.353 -0.827 -9.171
44 C -0.555 1.114 -10.092
45 H 3.185 -0.307 -8.264
46 C 1.752 1.798 -8.688
47 H -1.485 0.864 -10.627
48 C 0.019 2.374 -10.268
49 C 1.176 2.742 -9.544
50 H 2.648 2.056 -8.108
51 H -0.460 3.127 -10.912
52 H 1.620 3.741 -9.649
53 Si -1.127 -0.011 -5.041
54 Cl -0.322 -1.837 -4.512
55 C -1.989 -0.627 -6.559
56 C -0.204 1.566 -5.505
57 C -1.759 0.770 -3.439
58 H -2.019 0.122 -7.357
59 H -2.983 -0.803 -6.145
60 H -1.609 -1.564 -7.001
61 H -2.736 0.314 -3.246
62 H -1.825 1.856 -3.513
63 H -1.000 0.588 -2.635
64 H 0.091 1.714 -6.542
65 H 0.664 1.860 -4.910
66 H -0.910 2.392 -5.363
67 N -1.587 1.150 1.456
68 C -1.353 1.009 2.596
69 C -1.098 0.788 4.000
70 C -2.164 0.787 4.904
71 C -1.952 0.426 6.239
72 C -0.677 0.082 6.697
73 C 0.397 0.171 5.803
74 C 0.197 0.530 4.466
75 H -3.160 1.064 4.548
76 H -2.795 0.400 6.921
77 H -0.527 -0.256 7.725
78 H 1.400 -0.055 6.149
79 H 1.033 0.604 3.765


Entry 5:
The following is a DFT calculation (ωB97M-V/def2-TZVPD) of C27H41CoN4O6SSi4Te as an isolated structure.

Properties
orbital gap (alpha / beta)	7.8 / 6.4	eV
charge	0
multiplicity	5
HOMO energy (alpha / beta)	-7.71 / -7.99	eV
F_max	0.787	eV/Å

Element x y z (Å)
1 Co -0.131 0.364 0.624
2 N -4.017 -2.917 7.214
3 C -3.292 -2.157 6.331
4 C -2.921 -2.679 5.086
5 C -2.168 -1.927 4.209
6 C -1.777 -0.641 4.564
7 C -2.124 -0.113 5.803
8 C -2.876 -0.866 6.679
9 S -0.915 0.378 3.455
10 O -0.121 1.337 4.181
11 O -0.144 -0.521 2.557
12 N -2.080 1.134 2.637
13 C -1.655 2.308 2.050
14 N -2.380 3.412 2.222
15 C -1.875 4.539 1.738
16 C -0.650 4.615 1.087
17 C -0.020 3.415 0.841
18 N -0.548 2.270 1.274
19 H -4.452 -3.762 6.894
20 H -4.418 -2.483 8.024
21 H -3.227 -3.681 4.812
22 H -1.867 -2.340 3.256
23 H -1.795 0.882 6.072
24 H -3.145 -0.460 7.647
25 H -2.479 5.428 1.882
26 H -0.229 5.553 0.761
27 H 0.896 3.342 0.267
28 O 3.196 -0.129 -1.280
29 C 2.025 -0.113 -1.592
30 O 1.049 0.154 -0.764
31 C 1.582 -0.394 -3.003
32 C 2.553 -0.655 -3.960
33 C 2.217 -0.919 -5.290
34 C 0.881 -0.906 -5.601
35 O 0.294 -1.134 -6.816
36 C -1.112 -0.992 -6.611
37 O -1.333 -0.704 -5.232
38 C -0.089 -0.648 -4.651
39 C 0.221 -0.389 -3.344
40 H 3.587 -0.647 -3.645
41 H 2.968 -1.130 -6.039
42 H -1.611 -1.928 -6.872
43 H -1.483 -0.165 -7.220
44 H -0.542 -0.197 -2.602
45 C -7.825 0.750 1.630
46 Si -5.991 1.103 1.817
47 C -5.761 2.955 1.741
48 C -5.393 0.411 3.446
49 Si -4.895 0.046 0.028
50 Te -2.573 -0.683 0.655
51 Si -4.855 1.333 -1.911
52 C -4.325 0.329 -3.396
53 C -6.597 1.970 -2.210
54 C -3.671 2.764 -1.665
55 Si -5.826 -2.081 -0.302
56 C -7.599 -1.954 -0.905
57 C -5.806 -2.982 1.346
58 C -4.858 -3.079 -1.557
59 H -8.369 1.366 2.352
60 H -8.066 -0.296 1.832
61 H -8.198 0.997 0.633
62 H -6.244 3.421 2.604
63 H -6.212 3.369 0.836
64 H -4.705 3.224 1.764
65 H -6.092 0.662 4.249
66 H -4.409 0.815 3.693
67 H -5.295 -0.677 3.404
68 H -4.945 -0.561 -3.519
69 H -3.286 0.002 -3.328
70 H -4.423 0.933 -4.303
71 H -7.324 1.155 -2.186
72 H -6.665 2.450 -3.189
73 H -6.897 2.700 -1.455
74 H -2.646 2.396 -1.570
75 H -3.909 3.327 -0.759
76 H -3.706 3.451 -2.515
77 H -8.203 -1.288 -0.289
78 H -8.067 -2.942 -0.890
79 H -7.640 -1.583 -1.932
80 H -6.519 -2.539 2.045
81 H -4.817 -2.939 1.809
82 H -6.072 -4.033 1.206
83 H -5.006 -2.700 -2.570
84 H -5.193 -4.119 -1.532
85 H -3.785 -3.066 -1.353


Per-record ΔE to the lowest compared entry with this formula, charge and spin, kcal per mole: 0.0; 6.6; 0.0; 8.4; 20.3